# 1
{
  "formula": "C8H18O10",
  "method": "ωB97M-V/def2-TZVPD",
  "total_charge": -2,
  "max_force_ev_per_a": 7.55,
  "e_lumo_ev": 4.4,
  "orbital_gap_ev": 4.9,
  "elements": ["O", "H", "H", "H", "C", "C", "C", "O", "C", "C", "C", "O", "O", "O", "H", "H", "C", "C", "O", "H", "H", "H", "H", "H", "O", "H", "H", "O", "H", "H", "O", "H", "H", "O", "H", "H"],
  "coordinates": [[-0.613, -1.539, 0.193], [-0.859, -0.796, -0.363], [-0.309, -1.272, 1.064], [0.152, -1.998, -0.162], [2.185, 2.872, -0.949], [1.438, 1.612, -0.695], [-0.106, 1.536, -1.290], [-0.712, 0.444, -1.276], [-0.653, 2.752, -1.937], [0.134, 3.849, -2.022], [1.578, 3.827, -1.590], [2.393, 4.783, -1.891], [-0.445, 4.965, -2.465], [1.874, 0.859, 0.180], [3.238, 2.847, -0.712], [-1.660, 2.797, -2.326], [0.260, -3.358, 2.384], [1.018, -2.188, 2.938], [1.003, -1.018, 2.236], [-0.810, -3.211, 2.535], [0.553, -4.203, 3.008], [0.628, -3.631, 1.395], [2.018, -2.595, 3.086], [0.727, -1.912, 3.951], [-2.114, 0.145, 3.372], [-1.745, 1.010, 3.195], [-1.434, -0.467, 3.092], [-0.849, -0.473, -3.568], [-0.654, 0.007, -2.763], [-0.173, -1.149, -3.614], [-4.065, 0.728, -0.618], [-3.137, 0.892, -0.785], [-4.198, 1.005, 0.289], [1.475, -2.471, -1.073], [1.529, -2.492, -2.029], [2.334, -2.157, -0.791]],
  "forces_ev_per_angstrom": [[-2.03, -2.69, 0.13], [0.29, 2.31, -1.42], [1.82, 1.34, 2.80], [1.12, -0.20, -0.92], [-1.36, -7.20, 1.80], [0.41, 3.02, 1.63], [1.23, 3.63, -1.40], [-1.08, -0.80, 0.99], [0.72, -5.19, 2.12], [-1.79, 5.93, -1.48], [2.19, 5.22, -2.79], [-1.85, 0.87, -0.56], [2.51, -3.25, 1.30], [-0.99, -1.45, -1.34], [-0.11, 0.31, 0.11], [-0.11, -0.23, 0.07], [-0.05, -0.68, 0.99], [0.75, 1.54, 0.21], [-1.39, -0.63, -1.12], [-0.23, -0.18, -0.77], [-0.20, -0.40, 0.21], [-0.54, 0.26, -0.30], [1.09, -0.06, -0.05], [-0.64, -0.74, 0.93], [-0.72, 0.05, 0.25], [0.27, 0.11, -0.12], [0.72, -0.16, -0.18], [-0.21, -1.01, -1.90], [-0.18, 0.42, 0.93], [0.10, -0.06, -0.10], [-0.50, -0.12, -0.04], [0.61, 0.03, -0.25], [0.05, 0.04, 0.22], [0.09, -0.64, -0.20], [-0.17, 0.09, -0.22], [0.15, 0.51, 0.49]],
  "nbo_charge": [-0.830, 0.544, 0.538, 0.540, -0.474, 0.423, 0.447, -0.829, -0.502, 0.411, 0.318, -0.745, -0.691, -0.637, 0.197, 0.207, -0.655, -0.044, -0.932, 0.186, 0.181, 0.190, 0.078, 0.101, -0.971, 0.474, 0.490, -0.970, 0.492, 0.431, -0.958, 0.493, 0.461, -0.945, 0.477, 0.506]
}

# 2
{
  "formula": "C3H7NO",
  "method": "ωB97M-V/def2-TZVPD",
  "max_force_ev_per_a": 6.93,
  "e_lumo_ev": 0.4,
  "orbital_gap_ev": 10.2,
  "smiles": "CNC(C)=O",
  "elements": ["C", "N", "C", "C", "O", "H", "H", "H", "H", "H", "H", "H"],
  "coordinates": [[-1.799, 0.120, -0.316], [-0.704, -0.681, 0.381], [0.590, -0.163, 0.035], [0.821, 1.256, 0.084], [1.533, -0.965, -0.248], [-2.057, 1.117, -0.139], [-2.923, -0.395, -0.016], [-1.708, -0.006, -1.285], [-1.114, -0.671, 1.516], [0.345, 1.803, 1.045], [0.652, 1.844, -0.771], [1.794, 1.523, 0.150]],
  "forces_ev_per_angstrom": [[-3.37, -3.44, 4.98], [-3.36, 1.28, 2.86], [2.90, -4.45, 0.22], [-2.41, 2.77, 2.94], [-3.52, 2.72, 0.95], [0.69, 1.92, 0.94], [3.26, 0.96, -0.86], [0.52, -0.72, -4.88], [2.64, -0.01, -4.11], [0.55, -1.36, -2.33], [-1.50, 0.45, -1.39], [3.59, -0.12, 0.68]],
  "nbo_charge": [-0.401, -0.687, 0.668, -0.738, -0.517, 0.185, 0.184, 0.184, 0.402, 0.219, 0.253, 0.248]
}

# 3
{
  "formula": "C2H3N3O2",
  "method": "ωB97M-V/def2-TZVPD",
  "max_force_ev_per_a": 4.46,
  "e_lumo_ev": 0.6,
  "orbital_gap_ev": 10.8,
  "smiles": "Nc1nc(=O)[nH]o1",
  "elements": ["N", "C", "N", "C", "O", "N", "O", "H", "H", "H"],
  "coordinates": [[0.652, -1.103, 1.504], [0.204, -0.309, 0.536], [-0.616, 0.608, 0.628], [-0.893, 1.113, -0.680], [-1.679, 1.947, -0.933], [0.048, 0.545, -1.527], [0.593, -0.553, -0.713], [0.742, -0.671, 2.399], [1.393, -1.667, 1.104], [-0.444, 0.090, -2.318]],
  "forces_ev_per_angstrom": [[0.93, -1.06, -1.00], [-0.26, -0.23, -1.01], [-2.97, 3.27, 0.62], [1.09, -0.36, 3.48], [-1.39, 1.18, -1.15], [0.27, -2.24, -0.49], [1.23, -0.54, -2.30], [0.17, -0.05, 0.42], [0.24, -0.18, 1.01], [0.68, 0.20, 0.41]],
  "nbo_charge": [-0.787, 0.688, -0.603, 0.720, -0.545, -0.318, -0.363, 0.420, 0.400, 0.389]
}